(1)
A structure of composition C40H48Cl5N4OP2SV. Source: OMol25; level of theory: the ωB97M-V functional and the def2-TZVPD basis.

Results
Spin multiplicity = 3
Energy relative to the best compared isomer or geometry (same formula, charge and spin) = 0.0 kJ/mol
Expectation value of S² = 2.04
Total energy = -6173.18361 hartree
HOMO (alpha / beta) = -7.15 / -7.17 eV
Charge = 0

Each line ends with the Löwdin spin population.
Element x y z (Å)
V 0.18 -0.36 -0.19  2.02
Cl 2.33 0.22 -1.23  0.02
C 2.16 -1.05 -2.48  0.01
C 3.05 -0.84 -3.53  0.00
C 2.99 -1.62 -4.68  0.00
C 2.11 -2.70 -4.72  0.00
C 1.23 -2.96 -3.67  0.00
Cl 0.16 -4.31 -3.94  0.00
C 1.21 -2.09 -2.52  0.01
S 0.01 -2.33 -1.26  -0.01
H 3.79 -0.05 -3.43  0.00
H 3.68 -1.44 -5.50  0.00
H 2.09 -3.36 -5.59  0.00
C 2.88 2.39 1.17  0.00
C 1.64 2.72 1.98  0.00
C 1.45 4.24 1.97  0.00
P 0.09 1.70 1.59  -0.01
C -0.57 1.69 3.40  0.00
C -1.65 2.68 3.75  0.00
C -1.00 0.30 3.88  0.00
C -1.03 2.75 0.58  0.00
C -1.46 4.04 0.97  0.00
C -2.24 4.84 0.10  0.00
C -2.61 6.25 0.48  0.00
C -2.69 4.29 -1.09  0.00
C -2.33 3.00 -1.44  0.00
C -1.42 2.20 -0.70  0.00
N -0.94 0.96 -1.19  -0.03
C -1.03 0.65 -2.60  0.00
C -0.22 1.37 -3.56  0.00
C 0.62 2.55 -3.18  0.00
C -0.12 0.89 -4.88  0.00
C -0.83 -0.22 -5.36  0.00
C -0.60 -0.76 -6.75  0.00
C -1.74 -0.81 -4.47  0.00
C -1.95 -0.33 -3.17  0.00
C -3.11 -0.90 -2.37  0.00
H 3.76 2.94 1.55  0.00
H 2.81 2.65 0.12  0.00
H 3.20 1.34 1.20  0.00
H 1.85 2.46 3.05  0.00
H 1.22 4.63 0.98  0.00
H 2.41 4.71 2.28  0.00
H 0.70 4.58 2.69  0.00
H 0.33 1.94 4.04  0.00
H -2.56 2.52 3.18  0.00
H -1.36 3.74 3.66  0.00
H -1.90 2.50 4.81  0.00
H -2.05 0.09 3.67  0.00
H -0.85 0.24 4.98  0.00
H -0.42 -0.51 3.44  0.00
H -1.20 4.45 1.94  0.00
H -2.39 6.44 1.54  0.00
H -3.69 6.41 0.27  0.00
H -2.01 7.01 -0.08  0.00
H -3.31 4.94 -1.74  0.00
H -2.67 2.58 -2.39  0.00
H 0.79 2.65 -2.09  0.00
H 0.23 3.53 -3.51  0.00
H 1.64 2.52 -3.63  0.00
H 0.55 1.40 -5.57  0.00
H 0.07 -0.09 -7.33  0.00
H -1.53 -0.85 -7.31  0.00
H -0.16 -1.78 -6.74  0.00
H -2.36 -1.63 -4.82  0.00
H -4.06 -0.50 -2.76  0.00
H -3.04 -0.62 -1.30  0.00
H -3.13 -2.00 -2.43  0.00
Cl -7.03 -2.99 2.56  0.00
C -5.49 -2.61 1.97  0.00
C -5.18 -1.28 1.75  0.00
C -3.90 -0.89 1.37  0.00
Cl -3.75 0.81 1.19  0.00
C -2.76 -1.75 1.19  0.00
O -1.51 -1.38 1.08  0.01
C -3.20 -3.13 1.33  0.00
Cl -2.12 -4.40 0.98  0.00
C -4.48 -3.56 1.70  0.00
H -5.95 -0.53 1.98  0.00
H -4.71 -4.63 1.79  0.00
C 4.59 -2.68 2.60  0.00
N 4.03 -3.35 1.43  0.00
C 3.26 -4.53 1.88  0.00
N 2.21 -4.23 2.86  0.00
C 2.82 -3.52 3.99  0.00
N 3.59 -2.30 3.61  0.00
C 2.73 -1.26 3.12  0.00
P 1.75 -1.82 1.59  -0.01
C 3.21 -2.46 0.61  0.00
C 1.11 -3.46 2.26  0.00
H 5.16 -1.79 2.30  0.00
H 5.32 -3.34 3.08  0.00
H 3.95 -5.26 2.33  0.00
H 2.80 -4.96 1.00  0.00
H 3.51 -4.22 4.48  0.00
H 2.08 -3.21 4.71  0.00
H 3.30 -0.36 2.87  0.00
H 1.98 -0.93 3.87  0.00
H 3.83 -1.62 0.26  0.00
H 2.86 -2.98 -0.28  0.00
H 0.65 -4.03 1.42  0.00
H 0.33 -3.26 3.00  0.00

=====

(2)
A structure of composition C40H48GaNOSSb2. Source: OMol25; level of theory: the ωB97M-V functional and the def2-TZVPD basis.

Results
Energy relative to the best compared isomer or geometry (same formula, charge and spin) = 8.2 kJ/mol
Total energy = -4485.85196 hartree
HOMO = -12.68 eV
Charge = +2

Each line ends with the Mulliken charge.
Element x y z (Å)
Ga -0.85 0.42 -1.25  1.05
C -0.17 -2.44 1.60  -0.33
C 0.84 -3.04 0.61  -1.15
C 1.21 -2.16 -0.58  0.45
Sb 1.83 -0.15 -0.09  1.27
C 3.71 -0.61 0.86  0.42
C 4.52 -1.54 0.21  -0.26
C 5.72 -1.93 0.79  -0.73
C 6.12 -1.37 2.00  -0.57
C 5.32 -0.44 2.64  -0.64
C 4.11 -0.06 2.07  -0.69
C 2.76 0.67 -1.85  0.53
C 4.11 1.02 -1.83  -0.63
C 4.69 1.59 -2.96  -0.74
C 3.94 1.81 -4.10  -0.75
C 2.59 1.49 -4.11  -0.75
C 2.01 0.94 -2.97  -0.18
Sb 0.81 -0.88 2.75  0.48
C -0.73 0.58 2.97  0.69
C -0.33 1.92 2.88  -0.41
C -1.23 2.93 3.17  -0.75
C -2.54 2.62 3.51  -0.63
C -2.95 1.29 3.57  -0.90
C -2.04 0.27 3.31  -0.41
C 0.97 -1.66 4.74  0.68
C 2.20 -2.16 5.14  -0.58
C 2.37 -2.58 6.45  -0.62
C 1.31 -2.49 7.35  -0.57
C 0.09 -1.98 6.94  -0.62
C -0.09 -1.55 5.64  -0.42
H -0.53 -3.20 2.28  0.68
H -1.04 -2.01 1.08  -0.13
H 0.43 -3.98 0.22  0.57
H 1.76 -3.32 1.15  0.27
H 0.33 -2.04 -1.22  -1.13
H 1.99 -2.63 -1.17  0.82
H 4.22 -1.97 -0.73  0.36
H 6.35 -2.66 0.30  0.44
H 7.07 -1.67 2.44  0.42
H 5.63 0.00 3.58  0.48
H 3.49 0.68 2.57  0.48
H 4.71 0.85 -0.95  0.41
H 5.74 1.85 -2.94  0.43
H 4.39 2.26 -4.97  0.41
H 1.99 1.67 -5.00  0.46
H 0.95 0.71 -2.97  -0.23
H 0.69 2.17 2.62  0.33
H -0.91 3.96 3.15  0.50
H -3.24 3.41 3.76  0.45
H -3.97 1.05 3.84  0.44
H -2.35 -0.76 3.39  0.59
H 3.02 -2.22 4.44  0.38
H 3.32 -2.98 6.77  0.41
H 1.45 -2.81 8.38  0.40
H -0.73 -1.91 7.65  0.42
H -1.04 -1.13 5.33  0.22
C -2.43 -0.04 -4.15  -1.10
N -1.30 -0.76 -3.54  0.48
C -0.34 -1.09 -4.60  -1.32
C -1.77 -2.02 -2.92  -2.21
C -2.70 -1.76 -1.76  0.80
C -3.85 -2.52 -1.58  -0.66
C -4.74 -2.23 -0.56  -1.00
C -4.50 -1.16 0.30  -0.87
C -3.35 -0.39 0.13  0.20
C -2.46 -0.71 -0.89  0.72
H -2.08 0.88 -4.61  0.32
H -3.18 0.19 -3.40  0.28
H -2.91 -0.66 -4.92  0.47
H -0.82 -1.68 -5.38  0.41
H 0.49 -1.67 -4.20  0.31
H 0.04 -0.18 -5.04  0.37
H -0.89 -2.56 -2.59  0.46
H -2.28 -2.65 -3.66  0.62
H -4.06 -3.34 -2.27  0.49
H -5.63 -2.83 -0.43  0.42
H -5.20 -0.92 1.08  0.52
H -3.15 0.44 0.79  0.72
C -0.87 3.44 -3.64  -0.71
C -1.08 4.40 -2.48  -0.77
S -1.82 3.71 -0.97  0.23
O -1.28 2.27 -0.91  -0.08
C -3.58 3.56 -1.40  -0.77
C -3.95 2.41 -2.32  -0.69
H -0.16 3.89 -4.34  0.53
H -1.79 3.25 -4.19  0.25
H -0.44 2.50 -3.30  0.00
H -1.71 5.25 -2.75  0.52
H -0.12 4.79 -2.13  0.43
H -3.86 4.54 -1.79  0.56
H -4.06 3.43 -0.42  0.36
H -3.71 2.63 -3.36  0.33
H -5.02 2.23 -2.26  0.49
H -3.44 1.50 -2.02  -0.23

=====

(3)
A structure of composition C40H48MnN3O4SSb2. Source: OMol25; level of theory: the ωB97M-V functional and the def2-TZVPD basis.

Results
Spin multiplicity = 6
Energy relative to the best compared isomer or geometry (same formula, charge and spin) = 0.0 kJ/mol
Expectation value of S² = 8.75
Total energy = -4047.81484 hartree
HOMO (alpha / beta) = -10.34 / -11.00 eV
Charge = +1

Each line ends with the Löwdin spin population.
Element x y z (Å)
Mn 0.39 -0.66 -0.85  4.68
N 1.64 -0.59 0.98  0.04
C 1.95 -1.84 1.72  0.01
C 2.65 -2.85 0.83  0.00
C 1.79 -3.51 -0.24  0.00
N 1.45 -2.59 -1.35  0.04
H 2.51 -0.17 0.64  0.00
H 1.29 0.11 1.63  0.00
H 1.00 -2.25 2.09  0.00
H 2.57 -1.62 2.59  0.00
H 3.05 -3.64 1.47  0.00
H 3.52 -2.38 0.36  0.00
H 0.85 -3.86 0.20  0.00
H 2.31 -4.39 -0.63  0.00
H 0.91 -3.08 -2.05  0.00
H 2.30 -2.30 -1.83  0.00
C -3.87 -1.98 -0.68  0.00
C -4.12 -0.66 -1.41  0.00
C -3.90 0.60 -0.56  0.01
Sb -1.85 1.21 -0.67  0.02
C -1.89 2.52 -2.33  0.00
C -2.17 3.87 -2.18  0.00
C -2.18 4.71 -3.29  0.00
C -1.91 4.20 -4.55  0.00
C -1.63 2.85 -4.71  0.00
C -1.62 2.01 -3.60  0.00
C -1.67 2.63 0.90  0.00
C -0.40 3.06 1.26  0.00
C -0.24 3.98 2.29  0.00
C -1.35 4.47 2.96  0.00
C -2.62 4.04 2.60  0.00
C -2.78 3.13 1.57  0.00
Sb -1.95 -2.29 0.27  0.03
C -2.22 -4.33 0.81  0.01
C -2.05 -4.76 2.12  0.00
C -2.16 -6.11 2.43  0.00
C -2.45 -7.03 1.44  0.00
C -2.62 -6.61 0.13  0.00
C -2.50 -5.26 -0.19  0.00
C -2.42 -1.36 2.12  0.00
C -1.60 -0.36 2.62  0.00
C -1.92 0.31 3.80  0.00
C -3.07 -0.05 4.49  0.00
C -3.89 -1.06 4.01  0.00
C -3.57 -1.71 2.83  0.00
H -4.00 -2.82 -1.36  0.00
H -4.59 -2.11 0.13  0.00
H -5.16 -0.68 -1.75  0.00
H -3.51 -0.62 -2.32  0.00
H -4.16 0.43 0.48  0.00
H -4.51 1.43 -0.93  0.00
H -2.37 4.28 -1.20  0.00
H -2.39 5.76 -3.16  0.00
H -1.91 4.85 -5.41  0.00
H -1.42 2.45 -5.69  0.00
H -1.37 0.96 -3.74  0.00
H 0.47 2.68 0.73  0.00
H 0.75 4.33 2.56  0.00
H -1.23 5.19 3.75  0.00
H -3.49 4.43 3.12  0.00
H -3.78 2.80 1.30  0.00
H -1.83 -4.05 2.91  0.00
H -2.03 -6.43 3.46  0.00
H -2.54 -8.08 1.69  0.00
H -2.85 -7.33 -0.65  0.00
H -2.64 -4.95 -1.22  0.00
H -0.71 -0.06 2.08  0.00
H -1.29 1.11 4.16  0.00
H -3.33 0.47 5.41  0.00
H -4.79 -1.33 4.55  0.00
H -4.22 -2.50 2.47  0.00
C 5.52 -0.45 1.85  0.00
C 4.91 0.71 1.11  0.00
C 4.08 1.62 1.77  0.00
C 3.58 2.73 1.11  0.00
C 3.92 2.96 -0.22  0.00
C 4.75 2.08 -0.88  0.00
C 5.23 0.95 -0.22  0.00
S 3.35 4.44 -1.03  0.00
O 3.20 5.41 0.01  0.00
O 4.20 4.62 -2.16  0.00
N 1.87 4.15 -1.61  0.00
C 1.59 3.64 -2.94  0.00
C 1.99 2.19 -3.21  0.00
C 1.38 1.17 -2.30  0.02
O 0.99 0.05 -2.77  0.05
O 1.27 1.39 -1.06  0.05
H 4.81 -0.90 2.55  0.00
H 6.38 -0.11 2.44  0.00
H 5.88 -1.22 1.17  0.00
H 3.84 1.46 2.81  0.00
H 2.96 3.45 1.63  0.00
H 5.06 2.29 -1.90  0.00
H 5.90 0.28 -0.74  0.00
H 1.11 4.30 -0.96  0.00
H 2.09 4.28 -3.67  0.00
H 0.51 3.76 -3.09  0.00
H 3.07 2.10 -3.12  0.00
H 1.73 1.94 -4.24  0.00

=====

(4)
A cluster of 10 separate species, C40H49BrFN12P in total. Source: OMol25; level of theory: the ωB97M-V functional and the def2-TZVPD basis.

Results
SMILES string = N#C[C@H]([PH2]=N)[C@@](F)(Br)C#N.c1cc[nH]c1.c1cc[nH]c1.c1cc[nH]c1.c1cc[nH]c1.c1cc[nH]c1.c1cc[nH]c1.c1cc[nH]c1.c1cc[nH]c1.c1cc[nH]c1
Total energy = -5225.73134 hartree
HOMO = -8.20 eV
Charge = 0

Each line ends with the Mulliken charge.
Element x y z (Å)
N 2.78 -2.43 -1.64  -0.48
C 2.56 -1.38 -1.23  -0.20
C 2.44 0.05 -0.85  0.24
P 2.46 0.15 1.03  0.39
N 3.96 -0.02 1.51  -0.76
C 1.17 0.61 -1.54  0.82
F 0.96 -0.01 -2.71  -0.23
Br -0.45 0.41 -0.47  0.02
C 1.37 2.06 -1.82  -0.20
N 1.41 3.19 -2.01  -0.27
H 3.30 0.63 -1.20  0.40
H 1.70 -0.92 1.55  0.11
H 1.87 1.36 1.47  0.11
H 4.24 0.79 2.06  0.21
N -0.15 -4.05 -0.99  0.23
C -1.02 -3.88 -2.03  -1.29
C -2.26 -4.28 -1.60  -0.13
C -2.13 -4.70 -0.25  0.16
C -0.82 -4.55 0.10  -1.63
H 0.84 -3.84 -1.02  0.18
H -0.68 -3.49 -2.97  0.48
H -3.16 -4.26 -2.20  0.60
H -2.92 -5.07 0.39  0.73
H -0.30 -4.75 1.02  0.67
N -0.88 -7.68 -2.38  0.20
C -2.18 -8.07 -2.47  -0.22
C -2.27 -9.07 -3.40  -0.65
C -0.96 -9.28 -3.90  -0.42
C -0.12 -8.41 -3.26  -0.58
H -0.53 -6.96 -1.78  0.19
H -2.94 -7.61 -1.85  0.34
H -3.17 -9.58 -3.70  0.42
H -0.66 -10.00 -4.66  0.39
H 0.94 -8.26 -3.34  0.39
N 0.54 6.44 -1.08  0.05
C 0.35 7.74 -0.70  -0.43
C -0.10 8.43 -1.80  -0.75
C -0.19 7.51 -2.87  -0.02
C 0.21 6.28 -2.39  -0.63
H 0.87 5.71 -0.48  0.17
H 0.55 8.06 0.31  0.38
H -0.34 9.48 -1.82  0.39
H -0.50 7.72 -3.88  0.48
H 0.29 5.33 -2.87  0.36
N -3.85 0.32 -0.23  0.15
C -4.87 1.07 -0.77  -0.42
C -6.05 0.48 -0.39  -0.51
C -5.73 -0.65 0.40  -0.59
C -4.37 -0.72 0.49  -0.32
H -2.87 0.52 -0.34  -0.02
H -4.66 1.94 -1.36  0.35
H -7.03 0.83 -0.66  0.39
H -6.43 -1.33 0.86  0.41
H -3.72 -1.42 0.99  0.38
N -0.54 -7.50 2.34  0.07
C -1.70 -8.13 2.72  -0.39
C -1.52 -8.58 4.00  -0.56
C -0.22 -8.20 4.41  -0.47
C 0.36 -7.54 3.36  -0.44
H -0.39 -7.08 1.44  0.20
H -2.54 -8.20 2.05  0.43
H -2.25 -9.12 4.58  0.40
H 0.24 -8.40 5.36  0.39
H 1.34 -7.09 3.26  0.37
N -5.28 -5.94 -1.14  0.35
C -6.15 -5.76 -2.18  -0.47
C -7.39 -6.16 -1.75  -0.54
C -7.27 -6.58 -0.40  -0.58
C -5.95 -6.43 -0.05  -0.46
H -4.30 -5.73 -1.17  0.05
H -5.82 -5.38 -3.13  0.37
H -8.30 -6.15 -2.34  0.40
H -8.05 -6.96 0.23  0.40
H -5.44 -6.63 0.87  0.40
N 5.92 3.11 3.78  0.04
C 4.82 3.52 4.48  -0.51
C 5.15 3.54 5.81  -0.30
C 6.51 3.13 5.91  -0.59
C 6.96 2.88 4.64  -0.43
H 5.97 3.00 2.78  0.19
H 3.90 3.76 3.97  0.40
H 4.49 3.82 6.61  0.40
H 7.08 3.04 6.82  0.41
H 7.92 2.55 4.28  0.37
N 7.30 6.55 5.79  0.09
C 6.55 7.67 5.99  -0.38
C 7.33 8.60 6.63  -0.51
C 8.60 8.01 6.83  -0.55
C 8.56 6.75 6.30  -0.33
H 6.98 5.70 5.35  0.22
H 5.52 7.71 5.66  0.35
H 7.01 9.58 6.93  0.39
H 9.46 8.46 7.31  0.39
H 9.31 5.97 6.24  0.35
N -2.07 7.53 -6.25  0.00
C -3.02 8.51 -6.19  -0.51
C -2.73 9.44 -7.15  -0.37
C -1.56 8.99 -7.83  -0.38
C -1.18 7.81 -7.25  -0.47
H -2.04 6.72 -5.65  0.22
H -3.82 8.47 -5.46  0.37
H -3.29 10.33 -7.36  0.39
H -1.06 9.48 -8.64  0.39
H -0.36 7.15 -7.45  0.36